This record from OMol25 describes 2 unconnected molecules or ions with the total composition C21H29F2NO7S. The level of theory is ωB97M-V with the def2-TZVPD basis set.

XYZ file:
```
61
C21H29F2NO7S ωB97M-V with the def2-TZVPD basis set
C 2.202 3.082 0.163
C 3.426 2.464 0.877
C 3.636 0.918 0.867
C 2.643 -0.057 0.142
C 2.933 0.131 -1.395
C 1.136 -0.182 0.591
S 1.104 0.065 2.460
C -0.327 -0.763 3.244
O 2.215 -0.653 3.098
O 1.315 1.451 2.867
C 0.946 -1.796 0.664
O 1.496 -2.637 1.290
O -0.104 -2.311 -0.130
C -0.251 -1.221 -1.096
C -0.134 0.173 -0.303
C -1.625 0.161 0.237
C -2.291 1.197 1.163
C -1.518 2.138 2.104
F -3.156 2.039 0.385
C -0.120 1.181 -1.528
C -0.609 2.510 -1.263
C -0.621 3.370 -2.398
C -0.178 2.870 -3.632
N 0.249 1.644 -3.974
C 0.241 0.874 -2.856
H 2.149 4.161 0.455
H 2.205 3.068 -0.943
H 1.286 2.632 0.610
H 4.340 2.979 0.488
H 3.377 2.794 1.941
H 3.930 0.611 1.895
H 4.598 0.759 0.315
H 3.110 -1.055 0.331
H 4.027 0.051 -1.591
H 2.463 -0.633 -2.044
H 2.662 1.146 -1.761
H -0.011 -1.676 3.795
H -0.790 -0.110 4.017
H -1.119 -1.088 2.543
H 0.595 -1.492 -1.757
H -1.199 -1.391 -1.638
H -2.217 0.212 -0.711
H -1.923 -0.849 0.613
H -3.025 0.666 1.822
H -2.186 3.017 2.281
H -0.587 2.581 1.690
H -1.278 1.748 3.107
H -0.956 2.924 -0.313
H -0.969 4.407 -2.293
H -0.179 3.598 -4.474
H 0.618 -0.134 -3.115
O -4.017 -7.042 -1.195
C -3.614 -5.946 -0.993
O -2.390 -5.661 -0.471
C -2.237 -4.243 -0.515
C -3.663 -3.771 -0.547
F -3.784 -2.616 -1.253
O -4.323 -4.804 -1.249
H -1.684 -3.964 -1.413
H -1.698 -3.879 0.355
H -4.121 -3.648 0.438
```

Computed properties:
frontier orbital gap = 10.0 eV
molecular weight = 477.53 Da
total charge = 0
energy = -54335.658 eV
SMILES = CCC[C@H](C)[C@]1(S(C)(=O)=O)C(=O)OC[C@]1(C[C@@H](C)F)c1cccnc1.O=C1OC[C@@H](F)O1
E_LUMO = -0.021 eV

These are the Löwdin partial charges, in e, on atoms 1 to 2:
1 C -0.107
2 C -0.233

=====

This record from OMol25 describes 7 unconnected molecules or ions with the total composition C21H29F6O23P2. The level of theory is ωB97M-V with the def2-TZVPD basis set.

XYZ file:
```
81
C21H29F6O23P2 ωB97M-V with the def2-TZVPD basis set
C 3.745 1.383 0.719
C 2.914 1.588 -0.709
C 2.400 3.167 -0.885
O 0.916 3.048 -0.775
P 0.539 1.470 -1.498
P -1.054 1.435 0.005
O -0.406 1.009 1.403
O -1.700 3.090 0.050
O -2.432 0.428 -0.449
O 1.767 0.640 -0.554
H 4.474 2.302 0.939
H 2.939 1.262 1.583
H 4.350 0.383 0.602
H 3.590 1.471 -1.670
H 2.914 3.704 0.038
H 2.602 3.639 -1.961
H 1.578 1.623 -2.526
H -0.332 2.152 -2.465
H -0.020 0.230 -2.010
H -1.715 3.339 -0.933
H -3.253 0.981 -0.194
C -4.088 1.081 -4.548
C -2.850 1.884 -4.336
O -1.830 1.056 -4.845
C -2.428 0.314 -5.819
O -1.821 -0.316 -6.669
O -3.792 0.367 -5.731
F -2.623 2.079 -3.018
H -4.279 0.373 -3.735
H -4.974 1.709 -4.681
H -2.843 2.844 -4.862
C 2.590 -0.679 4.993
C 3.656 -1.582 5.510
O 4.630 -1.559 4.492
C 4.505 -0.334 3.909
O 5.344 0.165 3.177
O 3.326 0.272 4.250
F 3.198 -2.848 5.633
H 1.885 -1.191 4.329
H 2.026 -0.197 5.797
H 4.103 -1.254 6.455
C 3.333 -2.207 0.316
C 3.335 -2.799 1.684
O 2.728 -4.058 1.499
C 3.028 -4.411 0.218
O 2.917 -5.543 -0.224
O 3.478 -3.344 -0.510
F 2.563 -2.073 2.524
H 2.392 -1.701 0.075
H 4.157 -1.505 0.165
H 4.333 -2.931 2.115
C -3.629 -2.943 -3.552
C -4.805 -2.547 -2.726
O -5.898 -3.102 -3.420
C -5.398 -4.204 -4.046
O -6.086 -5.095 -4.517
O -4.030 -4.194 -4.075
F -4.950 -1.203 -2.707
H -3.438 -2.249 -4.377
H -2.717 -3.042 -2.958
H -4.784 -2.934 -1.701
C -6.867 6.050 -5.752
C -6.771 5.040 -6.844
O -5.895 4.069 -6.319
C -6.077 4.120 -4.969
O -5.704 3.254 -4.195
O -6.734 5.258 -4.589
F -6.202 5.574 -7.947
H -6.057 6.786 -5.784
H -7.823 6.580 -5.759
H -7.726 4.571 -7.106
C 5.942 -3.191 9.079
C 4.966 -2.102 9.367
O 3.945 -2.757 10.086
C 4.567 -3.786 10.727
O 4.079 -4.409 11.655
O 5.810 -4.029 10.209
F 4.435 -1.615 8.223
H 5.690 -3.758 8.176
H 6.965 -2.818 8.984
H 5.372 -1.282 9.968
```

Computed properties:
frontier orbital gap = 6.3 eV
molecular weight = 825.38 Da
total charge = -1
energy = -104221.580 eV
E_LUMO = 1.590 eV

These are the Löwdin partial charges, in e, on atoms 1 to 2:
1 C -0.077
2 C -0.383

=====

This record from OMol25 describes a single C21H29N3O molecule. The level of theory is ωB97M-V with the def2-TZVPD basis set.

XYZ file:
```
54
C21H29N3O ωB97M-V with the def2-TZVPD basis set
C 2.344 -3.996 -1.771
C 1.015 -4.024 -2.529
C 0.397 -5.423 -2.492
C 0.069 -2.992 -1.966
C -0.341 -1.912 -2.736
C -1.185 -0.940 -2.232
C -1.637 -1.033 -0.921
N -2.444 -0.051 -0.331
C -2.489 1.266 -0.655
O -2.083 1.748 -1.690
C -3.123 2.121 0.436
N -2.704 1.738 1.780
C -1.286 1.493 2.014
C -0.231 2.410 1.341
C 0.905 1.497 0.943
C 1.035 1.065 -0.370
C 2.005 0.137 -0.708
C 2.859 -0.360 0.259
C 2.745 0.079 1.568
C 1.769 0.997 1.910
N 0.231 3.465 2.241
C -0.845 4.328 2.680
C 1.272 4.258 1.613
C -1.250 -2.123 -0.146
C -0.408 -3.084 -0.663
H 2.197 -4.254 -0.725
H 2.784 -3.002 -1.818
H 3.043 -4.706 -2.208
H 1.214 -3.768 -3.576
H -0.557 -5.429 -3.016
H 1.060 -6.139 -2.972
H 0.228 -5.746 -1.468
H 0.009 -1.823 -3.755
H -1.481 -0.104 -2.842
H -2.811 -0.282 0.583
H -2.909 3.170 0.183
H -4.211 1.988 0.389
H -3.055 2.437 2.425
H -1.122 1.514 3.093
H -1.071 0.471 1.684
H -0.660 2.849 0.422
H 0.371 1.447 -1.131
H 2.085 -0.200 -1.731
H 3.616 -1.086 -0.003
H 3.414 -0.302 2.326
H 1.670 1.342 2.928
H -1.554 3.768 3.287
H -0.427 5.119 3.302
H -1.384 4.799 1.841
H 0.909 4.799 0.725
H 2.091 3.609 1.310
H 1.647 4.982 2.334
H -1.605 -2.206 0.873
H -0.113 -3.913 -0.036
```

Computed properties:
frontier orbital gap = 9.1 eV
molecular weight = 339.48 Da
total charge = 0
energy = -28765.987 eV
SMILES = CC(C)c1ccc(NC(=O)CNC[C@H](c2ccccc2)N(C)C)cc1
E_LUMO = 0.816 eV

These are the Löwdin partial charges, in e, on atoms 1 to 2:
1 C -0.062
2 C -0.390

=====

This record from OMol25 describes a single C21H29N3O2 molecule. The level of theory is ωB97M-V with the def2-TZVPD basis set.

XYZ file:
```
55
C21H29N3O2 ωB97M-V with the def2-TZVPD basis set
C -5.008 -1.011 0.578
C -3.854 -1.877 -0.341
C -2.545 -1.068 0.092
C -2.444 -1.266 1.721
C -2.452 0.356 -0.129
O -3.040 0.641 -1.423
N -1.821 1.341 0.388
C -1.503 2.588 -0.004
C -0.135 2.421 -0.980
C 1.164 2.503 0.083
C 0.453 3.722 0.927
C -1.080 3.541 0.858
N -1.438 -1.791 -0.514
C -1.653 -2.575 -1.569
C -0.071 -1.569 -0.072
O 0.116 -0.515 0.827
C 0.911 -2.198 -0.863
C 2.344 -2.146 -0.230
C 2.932 -2.522 0.966
N 4.070 -2.002 1.142
C 4.191 -0.940 0.579
C 5.319 -0.131 0.464
C 5.161 0.971 -0.460
C 4.230 1.190 -1.498
C 3.081 0.201 -1.280
C 3.120 -0.864 -0.534
H -5.833 -1.396 0.062
H -4.923 -1.111 1.535
H -4.962 0.029 0.297
H -4.075 -1.671 -1.210
H -3.981 -2.889 0.230
H -1.441 -1.057 2.099
H -3.012 -0.166 2.215
H -2.732 -2.106 1.922
H -0.973 0.757 1.129
H -2.080 2.747 -0.768
H 0.001 1.408 -1.568
H -0.074 3.380 -1.755
H 2.074 2.733 -0.239
H 1.233 1.461 0.644
H 0.610 4.688 0.752
H 0.792 3.545 2.009
H -1.361 3.176 1.728
H -1.495 4.380 0.796
H -2.350 -3.258 -1.487
H -2.189 -1.887 -2.485
H -0.756 -2.896 -2.070
H 1.094 -1.839 -1.844
H 0.743 -3.402 -0.576
H 2.591 -3.667 1.458
H 4.774 -2.239 2.010
H 6.111 0.155 0.860
H 5.911 1.823 -0.427
H 4.092 1.992 -2.110
H 2.167 0.309 -1.936
```

Computed properties:
frontier orbital gap = 8.3 eV
molecular weight = 355.48 Da
total charge = 0
energy = -30794.861 eV
SMILES = CC[C@](C)(C(=O)NC1CCCC1)N(C)C(=O)Cc1c[nH]c2ccccc12
E_LUMO = 0.354 eV

These are the Löwdin partial charges, in e, on atoms 1 to 2:
1 C -0.023
2 C -0.053